This record from the OMol25 dataset describes a cluster of 2 separate species, C10H16 in total. The level of theory is ωB97M-V/def2-TZVPD.

**SMILES**: CCc1ccccc1.CC
**E_tot**: -10629.1588 eV
**Gap between HOMO and LUMO**: 9.97 eV
**HOMO level**: -0.330 Ha
**Energy above the lowest of the compared OMol25 structures with the same formula, charge and spin**: 13.5 kcal/mol
**Max |F|**: 1.54 eV Å⁻¹

Geometry as ORCA input:
```
! RIJCOSX wB97M-V def2-TZVPD def2/J DEFGRID3
* xyz 0 1
C 2.12 0.59 2.38
C 1.51 -0.19 1.19
C 0.49 0.59 0.40
C -0.86 0.49 0.67
C -1.82 1.15 -0.09
C -1.41 1.88 -1.20
C -0.05 1.99 -1.48
C 0.90 1.44 -0.65
H 1.58 1.46 2.74
H 3.16 0.86 2.22
H 2.12 -0.08 3.25
H 2.33 -0.42 0.53
H 0.96 -1.07 1.50
H -1.12 -0.04 1.59
H -2.87 1.01 0.14
H -2.14 2.43 -1.76
H 0.24 2.51 -2.39
H 1.97 1.55 -0.75
C -0.35 -3.27 -0.03
C -0.69 -2.96 -1.51
H -1.23 -3.60 0.51
H 0.35 -4.08 -0.06
H 0.04 -2.38 0.44
H -1.39 -3.65 -1.97
H -1.14 -1.97 -1.56
H 0.20 -3.02 -2.13
*
```